21
Properties=species:S:1:pos:R:3:forces:R:3:mulliken_charge:R:1 method="wB97M-V/def2-TZVPD" orbital_gap_ev=9.65 largest_force_ev_per_a=1.6 smiles=C[C@@H](N)CCN.O charge=0 homo_ev=-8.666 e_lumo_ev=0.98 spin_multiplicity=1 relative_energy_kcal_mol=22.1
C 0.598 1.462 2.015 -1.13 0.93 -0.65 -1.575
C 0.248 0.713 0.723 0.75 -0.66 0.72 0.332
N 1.415 0.018 0.140 -0.04 0.30 -0.82 -0.521
C -0.923 -0.233 0.958 -0.19 -0.11 -0.21 -0.782
C -1.269 -1.118 -0.226 0.87 -0.82 -0.16 -0.485
N -1.544 -0.357 -1.406 -0.56 1.00 0.29 -0.491
H -0.186 2.214 2.198 0.09 -0.15 0.03 0.384
H 0.591 0.835 2.900 0.51 -0.24 0.00 0.366
H 1.503 2.040 1.850 0.32 -0.19 0.37 0.395
H -0.029 1.428 -0.033 -0.19 0.46 -0.22 0.305
H 1.965 0.710 -0.358 0.03 -0.05 -0.08 0.284
H 2.078 -0.403 0.773 -0.35 -0.16 0.53 0.194
H -1.814 0.357 1.186 0.08 0.08 0.28 0.302
H -0.673 -0.870 1.811 -0.17 -0.02 0.05 0.355
H -0.435 -1.829 -0.363 0.08 0.15 -0.02 0.267
H -2.110 -1.767 0.009 -0.33 0.20 0.11 0.402
H -1.903 -0.778 -2.227 -0.08 -0.54 -0.38 0.176
H -1.021 0.476 -1.598 0.24 -0.13 0.05 0.149
O 1.364 -0.703 -3.029 -0.16 0.00 0.32 -0.691
H 1.044 -0.585 -2.119 0.20 0.11 0.03 0.323
H 1.102 -1.609 -3.205 0.04 -0.15 -0.25 0.311

***

21
Properties=species:S:1:pos:R:3:forces:R:3:mulliken_charge:R:1 method="wB97M-V/def2-TZVPD" orbital_gap_ev=8.39 largest_force_ev_per_a=4.4 charge=0 homo_ev=-7.515 e_lumo_ev=0.88 spin_multiplicity=1 relative_energy_kcal_mol=113.6
C 2.483 0.990 -0.440 -0.29 0.58 0.07 -0.538
C -0.026 -1.345 -1.147 0.02 0.09 -0.17 -0.839
C 0.476 -1.004 1.217 0.16 0.21 0.13 -0.912
N 0.449 -0.417 -0.123 4.17 -0.91 -0.92 -0.096
O 2.052 -0.347 -0.527 -2.56 -0.42 0.70 -0.357
H 2.370 1.392 0.577 0.00 -0.03 -0.17 0.230
H 3.547 1.029 -0.704 -0.19 -0.31 0.04 0.273
H 1.941 1.635 -1.147 0.07 -0.08 0.18 0.228
H 0.633 -2.215 -1.204 -0.12 -0.01 0.11 0.333
H -0.527 -1.340 1.495 0.08 -0.04 -0.22 0.364
H -0.018 -0.849 -2.119 0.02 0.06 0.16 0.312
H -1.052 -1.657 -0.930 0.14 0.10 0.16 0.322
H 0.765 -0.239 1.940 0.02 0.03 -0.14 0.308
H 1.203 -1.819 1.260 -0.24 -0.06 -0.04 0.344
C -2.539 0.727 0.584 0.30 -0.34 -0.23 -0.640
N -1.370 1.415 0.079 2.77 -0.10 -1.03 -0.786
H -1.532 1.628 -0.905 -0.25 0.29 0.19 0.216
H -0.263 0.784 -0.071 -3.87 1.23 0.92 0.525
H -2.756 -0.191 0.016 -0.28 -0.21 0.19 0.166
H -2.404 0.458 1.634 -0.05 0.01 -0.01 0.242
H -3.431 1.364 0.515 0.11 -0.07 0.08 0.305